{"formula": "C19H23Cl5EuNP", "method": "ωB97M-V with the def2-TZVPD basis set", "elements": ["C", "C", "C", "C", "C", "C", "C", "C", "N", "Eu", "C", "P", "H", "H", "H", "H", "H", "H", "H", "H", "C", "C", "H", "C", "C", "H", "H", "H", "H", "H", "H", "H", "H", "H", "H", "H", "H", "H", "H", "Cl", "C", "C", "C", "Cl", "C", "Cl", "C", "Cl", "C", "Cl"], "coordinates": [[-2.51309, 0.64160, -3.57981], [-2.32578, -0.58279, -2.94372], [-1.61021, -0.63566, -1.71961], [-1.15820, 0.52573, -1.19683], [-1.27864, 1.72678, -1.81145], [-1.98920, 1.80965, -3.02769], [-1.40632, -1.98063, -1.04432], [0.06134, -2.46423, -0.85680], [1.11295, -1.43754, -0.63323], [0.28384, 0.29871, 0.55600], [-0.58672, 2.97921, -1.24780], [1.13917, 2.42862, -0.71424], [-2.71674, -1.50344, -3.38550], [-2.10696, 2.76942, -3.53694], [-3.06982, 0.68710, -4.52686], [-1.09566, 3.34549, -0.33551], [-0.48538, 3.79861, -1.95815], [-1.85813, -1.92763, -0.03154], [-1.92356, -2.77973, -1.57486], [0.09361, -3.14615, -0.00381], [1.80399, 3.69091, 0.35290], [2.07085, 2.44425, -2.21982], [0.38651, -3.02169, -1.74629], [1.66342, -0.95754, -1.91240], [2.20596, -1.98902, 0.21510], [-0.42023, 1.64214, 1.38419], [2.15199, -1.81365, -2.41712], [0.85391, -0.57925, -2.53953], [2.40825, -0.17298, -1.73470], [2.73810, -2.74180, -0.40441], [2.90257, -1.21587, 0.53857], [1.76417, -2.49870, 1.07713], [2.09552, 3.46451, -2.60341], [3.10938, 2.10161, -2.03646], [1.62346, 1.78189, -2.97944], [1.95721, 4.60513, -0.22566], [1.13068, 3.88950, 1.20313], [2.77163, 3.34875, 0.76552], [1.49953, 0.42001, 1.69631], [-1.54940, -3.54163, 1.71106], [-1.16440, -2.27843, 2.88263], [-0.60290, -1.02835, 2.65681], [-0.37943, -0.19817, 3.74732], [0.33938, 1.42604, 3.69348], [-0.70901, -0.56142, 5.10408], [-0.45074, 0.42994, 6.43628], [-1.30517, -1.87100, 5.33224], [-1.71131, -2.34682, 6.87717], [-1.53071, -2.73904, 4.19149], [-2.21965, -4.24249, 4.52654]], "forces_ev_per_a": [[-0.2292, 0.0119, -0.2587], [0.3564, -0.0267, 0.3820], [-1.4171, -1.7139, -1.9059], [0.2115, 0.2460, 0.6039], [-0.4111, 2.2825, -1.6198], [0.2933, -0.1043, 0.3088], [0.3960, 0.5560, 0.9052], [0.3892, -0.2360, -0.5857], [0.8473, -1.9581, -1.3842], [-2.0372, -4.0893, 0.5947], [0.5378, -0.4705, 0.5882], [-1.2331, 0.6070, 0.1691], [0.1030, 0.2855, 0.1078], [0.0187, -0.2887, 0.1420], [0.2829, -0.0316, 0.4799], [0.2377, -0.2484, -0.4026], [-0.2272, -0.0123, -0.2235], [0.1669, 0.0235, -0.6792], [-0.0848, 0.0949, -0.0055], [-0.0809, 0.1399, -0.3146], [0.6206, 0.8967, 0.3397], [0.9701, 0.2342, -1.0503], [-0.1950, -0.1561, 0.0300], [0.1499, -0.5962, 0.0825], [-0.3570, -0.7467, -0.8696], [-2.2415, 3.8102, 1.0032], [-0.0462, 0.3516, -0.0474], [0.1692, 0.0035, 0.0291], [-0.1437, -0.1773, -0.0634], [0.0419, 0.2457, 0.4742], [-0.0391, 0.0383, -0.0415], [0.1684, 0.2579, -0.0173], [0.1844, 0.0089, -0.2996], [-0.5090, 0.2272, -0.1049], [0.0742, 0.2863, 0.3503], [0.1097, 0.2004, 0.2579], [0.1670, -0.2027, -0.4341], [-0.4124, 0.1971, -0.2331], [3.1515, 0.4977, 2.4350], [0.2148, 0.2718, -0.2619], [-0.5513, -0.4460, 2.6913], [0.2645, 0.1049, -0.7933], [-0.6715, -0.8129, 2.4654], [0.0736, -0.4877, -0.2780], [-0.9114, -2.6040, -1.9365], [0.1867, 0.6383, 0.6892], [1.0562, 1.4033, -3.4388], [-0.3307, -0.4081, 1.2146], [1.0563, 2.7567, 0.8939], [-0.3706, -0.8608, 0.0116]], "e_homo_ev": [-7.53, -7.22], "e_lumo_ev": [0.1, -1.7], "multiplicity": 8, "s_squared": 15.7625}

{"formula": "C5H6N2O", "method": "ωB97M-V with the def2-TZVPD basis set", "elements": ["O", "C", "N", "C", "N", "C", "C", "C", "H", "H", "H", "H", "H", "H"], "coordinates": [[2.93074, 0.78930, 0.02913], [1.84102, 0.26690, -0.01736], [1.56885, -1.00562, -0.72456], [0.41233, -1.38557, -0.42417], [-0.25888, -0.81941, 0.54372], [-1.47043, -0.13599, 0.00718], [-0.57676, 1.13736, -0.10982], [0.42190, 0.33709, 0.78710], [-0.17742, -2.16694, -0.78633], [-1.76351, -0.51874, -0.85383], [-2.33294, -0.27471, 0.60905], [-1.00432, 2.06116, 0.15685], [-0.19900, 1.18098, -1.19187], [0.60842, 0.53419, 1.97492]], "forces_ev_per_a": [[-2.3165, 0.0107, -0.0650], [-0.2378, -3.2407, 1.2996], [2.3046, 1.2966, -1.3415], [0.8253, -2.1795, -0.8771], [-2.6844, -0.6475, 1.7140], [1.4887, 1.3765, 2.6140], [-0.3572, -1.1113, -0.8330], [3.8118, 5.8068, 2.9730], [-0.0147, -1.6902, -1.6289], [-1.0624, -1.7506, -4.3363], [-0.5063, 0.7651, 1.3266], [-0.2395, 1.1335, 0.5276], [-0.3912, 0.1007, 1.6582], [-0.6205, 0.1298, -3.0312]], "e_homo_ev": -9.47, "e_lumo_ev": 0.7, "smiles": "O=C1N=CN2CC[C@H]12"}

{"formula": "C17H12BiNO5S", "method": "ωB97M-V with the def2-TZVPD basis set", "elements": ["O", "C", "Bi", "C", "O", "C", "O", "C", "O", "C", "O", "H", "N", "S", "C", "C", "C", "C", "C", "C", "C", "C", "C", "C", "C", "C", "H", "H", "H", "H", "H", "H", "H", "H", "H", "H", "H"], "coordinates": [[0.13231, 2.94882, -3.11895], [0.13927, 1.85430, -3.07348], [0.15079, -0.09320, -2.99160], [0.16547, -2.02339, -3.12832], [0.17266, -3.12804, -3.18451], [0.15203, -0.08882, -5.21810], [0.06598, -1.07737, -5.86930], [2.07945, -0.08066, -3.29187], [3.16272, -0.05253, -3.42402], [-1.77001, -0.10584, -3.29066], [-2.85879, -0.09331, -3.42152], [0.24083, 0.92420, -5.65047], [0.24444, -0.15026, -0.86224], [-1.07937, -0.13088, 0.07639], [-0.43471, -1.37335, 1.23685], [-1.17423, -2.54365, 1.42665], [-0.72309, -3.51631, 2.32030], [0.46472, -3.33186, 3.02078], [1.20838, -2.16887, 2.83105], [0.75966, -1.19115, 1.93722], [-0.64432, 1.34493, 1.04961], [0.23670, 2.32775, 0.59264], [0.54534, 3.42765, 1.39748], [-0.03025, 3.55423, 2.65798], [-0.91701, 2.58205, 3.11546], [-1.22526, 1.48177, 2.31583], [1.16196, -0.04475, -0.44589], [-2.10611, -2.69772, 0.88555], [-1.30647, -4.42648, 2.47031], [0.81479, -4.09288, 3.71770], [2.13984, -2.02180, 3.38007], [1.36399, -0.29027, 1.81726], [0.70672, 2.26588, -0.38848], [1.23925, 4.18958, 1.03637], [0.21105, 4.41239, 3.28438], [-1.37109, 2.68185, 4.10199], [-1.91763, 0.72800, 2.68753]], "forces_ev_per_a": [[-0.0567, 7.3976, -0.4656], [0.1312, 0.0230, 0.4716], [-0.0996, 0.3221, 2.3026], [0.4632, -3.1032, 0.2541], [-0.2558, -5.0444, -0.3814], [-0.0027, 0.3261, -1.8881], [-0.0036, -0.1138, 0.4259], [4.3027, -0.2161, 0.7537], [4.9961, 0.2330, -1.1479], [-4.8833, 0.0255, 0.5396], [-4.6212, -0.1108, -1.0122], [0.0206, 0.2424, -0.3574], [0.2131, -0.0083, -2.2641], [2.3168, 0.0983, 2.3726], [-0.9402, -0.9122, 0.7251], [-0.2124, 0.1359, -0.1255], [-0.0153, -0.1079, -0.0692], [-0.1112, -0.0013, -0.0443], [-0.1327, 0.2234, -0.3899], [0.4069, 0.3070, 0.1483], [-0.6058, 0.8056, 0.7636], [0.0596, -0.0893, -0.4040], [-0.0654, -0.1113, 0.0173], [0.0116, -0.0262, -0.0555], [-0.0363, -0.1369, -0.0974], [-0.2001, -0.0906, -0.0368], [-0.0853, -0.0106, 0.4356], [0.1109, 0.0092, 0.1386], [0.1497, 0.3195, -0.0923], [-0.1239, 0.2032, -0.1725], [-0.2922, 0.0400, -0.2271], [-0.2262, -0.1078, 0.0833], [-0.1416, -0.0089, 0.2436], [-0.2334, -0.3071, 0.0579], [-0.0651, -0.2279, -0.1653], [0.1060, -0.0990, -0.3114], [0.1219, 0.1214, -0.0257]], "e_homo_ev": [-13.93, -14.03], "e_lumo_ev": [-8.4, -8.4], "total_charge": 2}

{"formula": "C3H9N3O6", "method": "ωB97M-V with the def2-TZVPD basis set", "elements": ["C", "N", "O", "O", "H", "H", "H", "C", "N", "O", "O", "H", "H", "H", "C", "N", "O", "O", "H", "H", "H"], "coordinates": [[-1.58325, 2.93878, 2.09809], [-2.02888, 4.00494, 3.05795], [-3.10937, 4.50480, 2.82341], [-1.29831, 4.28688, 3.98145], [-2.49434, 2.47011, 1.73796], [-0.94470, 2.24785, 2.63568], [-1.08215, 3.36048, 1.22999], [0.94816, -1.33429, 0.84792], [-0.15937, -0.36635, 1.13780], [-0.71591, 0.14693, 0.19416], [-0.42209, -0.14869, 2.30511], [1.88075, -0.77389, 0.89570], [0.79260, -1.55538, -0.20452], [0.92389, -2.15949, 1.54795], [1.89960, -2.38966, -3.19148], [0.57948, -2.64259, -3.85620], [0.26237, -1.88182, -4.73815], [-0.07625, -3.58550, -3.46200], [2.35936, -1.48450, -3.56783], [2.52937, -3.26227, -3.35706], [1.73904, -2.37632, -2.11591]], "forces_ev_per_a": [[-0.3550, -0.2603, 0.1073], [0.1178, -0.2199, -0.6801], [0.0177, 0.1939, 0.2007], [0.0046, 0.0434, 0.0289], [0.0815, -0.1419, 0.1133], [-0.0022, 0.0345, -0.0555], [0.1082, 0.3702, 0.2772], [-0.1147, 0.7387, -0.8198], [0.0926, -0.1485, 0.6664], [0.0270, 0.0916, -0.1594], [0.1125, -0.0937, -0.1284], [-0.0418, 0.0098, 0.3737], [0.0197, -0.6090, 0.1929], [-0.0934, -0.0012, -0.0751], [0.1412, -0.6114, 0.3886], [0.2909, 0.1012, 0.2470], [-0.1266, 0.1153, -0.2398], [0.2021, 0.0920, 0.0382], [-0.2123, 0.0155, -0.0767], [-0.0701, 0.0344, -0.3138], [-0.1995, 0.2457, -0.0856]], "e_homo_ev": -10.94, "e_lumo_ev": -0.3, "smiles": "C[N+](=O)[O-].C[N+](=O)[O-].C[N+](=O)[O-]"}

{"formula": "C9H11NO2S", "method": "ωB97M-V with the def2-TZVPD basis set", "elements": ["C", "C", "C", "C", "C", "C", "C", "C", "C", "N", "O", "O", "S", "H", "H", "H", "H", "H", "H", "H", "H", "H", "H", "H"], "coordinates": [[2.36072, -0.77896, -0.74957], [2.63817, 0.54679, -0.64907], [1.61739, -0.13593, 1.35553], [-2.06198, 0.93672, -0.51912], [-3.28282, -1.67830, -0.24708], [1.28046, -1.11906, 0.28802], [1.66268, 1.08883, 0.34311], [-0.87082, 0.60408, 0.23447], [0.08921, -0.40576, -0.35082], [0.37905, 0.94675, -0.32570], [-3.71706, 0.34342, 1.58645], [-4.56475, 0.37426, -0.80142], [-3.52982, -0.00249, 0.15644], [2.73793, -1.44124, -1.47813], [3.23310, 1.12386, -1.31116], [0.94384, -0.17757, 2.08726], [2.66885, -0.32189, 1.79908], [-2.35349, 2.06683, -0.50731], [-2.02620, 0.67511, -1.52185], [-3.35056, -1.68073, -1.30303], [-4.20438, -2.16704, 0.19701], [1.14029, -2.11848, 0.56630], [1.83769, 2.04268, 0.62414], [-1.00236, 0.46025, 1.33840]], "forces_ev_per_a": [[0.3436, 1.6194, 0.8018], [-0.8060, -2.4074, -0.2861], [5.0518, 0.9131, -1.3867], [-2.5642, 1.9500, 1.7863], [-2.4734, 0.2046, 1.5201], [0.1905, 0.9996, -1.8306], [-0.2248, -2.9646, 0.8186], [0.4765, -2.1304, 2.7159], [-0.6591, -0.0772, -0.5969], [0.2884, 0.7184, -1.9620], [0.5455, -1.3163, -2.4571], [-0.1541, -0.4876, 0.6120], [0.4994, 3.3638, 0.8010], [0.3591, -0.6951, -0.6265], [0.4518, 0.3928, -0.3537], [-2.8219, 0.5669, 3.0981], [-1.6802, 0.2696, -0.6274], [0.2763, -2.0009, 0.3883], [0.2629, -0.6663, -1.9212], [0.7413, -0.5445, -1.1705], [1.4386, -0.0184, -0.1997], [-0.1288, -1.4044, 0.2673], [0.4918, 2.9438, 1.4220], [0.0951, 0.7713, -0.8132]], "e_homo_ev": [-9.71, -7.77], "e_lumo_ev": [0.0, -1.9]}

{"formula": "C4H10NS", "method": "ωB97M-V with the def2-TZVPD basis set", "elements": ["C", "C", "C", "C", "N", "S", "H", "H", "H", "H", "H", "H", "H", "H", "H", "H"], "coordinates": [[-2.24669, 0.29577, -0.08596], [-1.21227, -0.68744, -0.05459], [-0.57374, -1.95997, 0.04010], [-0.02804, 1.67503, 0.13625], [-0.86393, 0.52557, 0.10559], [3.65387, 0.63008, 0.24317], [-2.70915, 0.67332, -1.10487], [-2.91456, 0.33791, 0.88937], [0.50021, -1.83507, -0.01474], [-0.77656, -2.53293, -0.93805], [-0.89074, -2.57986, 0.79724], [-0.38136, 2.59743, -0.27945], [0.23450, 1.81859, 1.15089], [0.82058, 1.32257, -0.29350], [4.45597, -0.51662, 0.20469], [2.93191, 0.23562, -0.79614]], "forces_ev_per_a": [[-4.0373, 0.7470, 0.1953], [0.5765, -2.7328, -1.2240], [0.3844, -0.7434, -3.9601], [-1.4249, -0.9633, 1.4198], [-0.0958, 4.7990, 0.9967], [0.1898, 0.2408, 0.4401], [0.7199, -0.8652, 2.1740], [1.0265, 0.3550, -2.2058], [0.3186, 0.0056, 0.5372], [0.1229, 0.4373, 1.2813], [-0.5672, -1.4625, 2.0448], [-0.6227, 0.1209, -0.5238], [0.2839, 0.7430, 1.2309], [3.3274, -0.3822, -1.8884], [0.0770, -0.0672, 0.0287], [-0.2790, -0.2321, -0.5465]], "e_homo_ev": [-7.89, -12.88], "e_lumo_ev": [-4.9, -9.9], "total_charge": 1, "multiplicity": 3, "s_squared": 2.0073}

Quick rundown of E_tot, same order as above: -4144.8100 -378.7683 -1697.4975 -735.1148 -952.6647 -610.7679 Eh
Quick rundown of relative energy (zero: lowest compared OMol25 entry of this formula, charge and spin), same order as above: 157.77 64.44 299.15 7.34 206.40 109.00 kcal/mol